Record 1
91
Properties=species:S:1:pos:R:3 method="wB97M-V/def2-TZVPD" homo_lumo_gap_ev=6.91 total_charge=+3 spin_multiplicity=1
Re -0.37940 0.28943 0.18731
C 6.25134 1.75918 4.25088
C 5.65598 0.38050 4.03343
N 4.66866 0.36865 2.93180
C 3.37995 0.47834 3.24120
C 2.35766 0.48791 2.31584
C 0.97926 0.63215 2.84949
O 0.75506 1.08459 3.93362
O -0.04206 0.19308 2.07519
C 2.66824 0.43593 0.94301
O 1.79389 0.49662 0.02384
C 4.07070 0.34268 0.60054
C 4.47083 0.27840 -0.74113
C 5.78802 0.16733 -1.06424
F 6.10631 0.06859 -2.36527
C 6.81592 0.12641 -0.08783
C 6.41184 0.21311 1.23896
C 5.05887 0.30204 1.59660
N 8.17142 0.03460 -0.41304
C 8.65385 0.17029 -1.79113
C 10.18376 0.20103 -1.79383
N 10.65821 0.84670 -0.52681
C 10.35406 -0.02943 0.66742
C 9.06069 -0.79638 0.38710
H 6.97473 1.72016 5.06372
H 5.47847 2.47580 4.52615
H 6.75583 2.13046 3.35890
H 5.12855 0.03485 4.92026
H 6.40971 -0.37469 3.81521
H 3.13906 0.55721 4.29400
H 3.72897 0.28296 -1.52771
H 7.16264 0.25219 2.01105
H 8.27063 1.09895 -2.21210
H 8.33911 -0.64873 -2.44270
H 10.56381 0.76837 -2.64059
H 10.63104 -0.79103 -1.81448
H 10.18335 1.74417 -0.41436
H 11.65881 1.04611 -0.57364
H 10.27377 0.62999 1.52942
H 11.20134 -0.69870 0.80691
H 8.60402 -1.07323 1.33161
H 9.27566 -1.73501 -0.13511
C 0.77043 3.40352 -1.76918
S 0.68892 3.30462 0.01498
O -0.48919 2.28520 0.25849
C -0.09304 4.83921 0.41508
C -1.47356 4.96727 0.41584
C -2.01201 6.20874 0.71731
C -1.18105 7.28520 0.99718
C 0.19937 7.13355 0.99260
C 0.75733 5.89796 0.71010
H -0.24009 3.52093 -2.15743
H 1.25461 2.50449 -2.14339
H 1.36570 4.28656 -2.00093
H -2.11008 4.12297 0.19501
H -3.08530 6.33534 0.73156
H -1.61217 8.24936 1.22791
H 0.83959 7.97321 1.22294
H 1.83277 5.76639 0.73037
F -2.20706 1.92950 -2.10127
C -1.97522 1.12153 -3.15143
F -1.68040 1.88443 -4.19823
F -3.08440 0.43637 -3.40390
C -0.79935 0.13162 -2.88386
O -0.45997 -0.64304 -3.71567
O -0.17785 0.27869 -1.71270
N -0.11594 -1.77273 0.10444
C -0.04476 -2.90743 -0.06635
C 0.02503 -4.30879 -0.26173
C 0.85969 -4.81349 -1.26590
C 0.89238 -6.17946 -1.47077
C 0.10987 -7.01897 -0.68474
C -0.71506 -6.50836 0.31145
C -0.76975 -5.14510 0.53021
H 1.45025 -4.14423 -1.87571
H 1.52070 -6.59304 -2.24647
H 0.13971 -8.08666 -0.85464
H -1.31873 -7.17451 0.91095
H -1.41202 -4.73077 1.29465
C -2.09725 0.03374 0.34771
C -3.45626 -0.25470 0.53144
C -4.03894 0.02521 1.78287
C -5.37785 -0.25085 1.97436
C -6.12499 -0.80255 0.93804
C -5.55171 -1.08576 -0.29902
C -4.21788 -0.80791 -0.51578
H -3.43685 0.44620 2.57668
H -5.84459 -0.04121 2.92615
H -7.17399 -1.01511 1.09609
H -6.15218 -1.51498 -1.08826
H -3.76002 -1.01403 -1.47295

=====

Record 2
31
Properties=species:S:1:pos:R:3 method="wB97M-V/def2-TZVPD" homo_lumo_gap_ev=5.70 total_charge=-1 spin_multiplicity=1
K -0.35404 0.59044 0.22347
B 1.16351 0.49637 -2.54454
H 1.30645 -0.54402 -2.79233
H 0.13976 0.80018 -2.69905
H 1.58059 0.74246 -1.58031
H 1.87494 0.99911 -3.18123
B 0.91026 3.32281 0.22265
H 0.80994 3.71923 1.22117
H 1.61305 2.50474 0.18964
H 0.00411 2.91237 -0.19528
H 1.31152 4.07596 -0.43765
C 2.39369 -0.22109 2.46154
C 1.16912 -0.84054 3.13238
O -0.10269 -0.89172 2.43588
O 2.28793 -0.16788 1.08868
H 3.32229 -0.71335 2.75047
H 2.49191 0.83797 2.69995
H 1.07190 -0.53173 4.17318
H 1.28802 -1.92241 3.19187
H -0.77448 -1.24050 3.02635
H 2.58886 -0.94164 0.60667
C -2.14038 -2.02247 -1.64985
C -3.19120 -0.95666 -1.67000
O -2.54210 0.32979 -1.55986
O -1.48291 -2.12285 -0.32237
H -1.34962 -1.66401 -2.30887
H -2.48908 -3.01614 -1.93113
H -3.82750 -0.95083 -0.78503
H -3.87984 -0.94498 -2.51483
H -3.18538 1.04054 -1.50861
H -2.00867 -2.67927 0.25692

=====

Record 3
4
Properties=species:S:1:pos:R:3 method="wB97M-V/def2-TZVPD" homo_lumo_gap_ev=7.51 total_charge=-1 spin_multiplicity=1
N -0.95806 -0.27950 -0.43753
O -1.46344 -1.17490 0.21202
F -1.55790 1.13626 0.03029
H 0.31202 -0.22682 -0.10066

=====

Record 4
33
Properties=species:S:1:pos:R:3 method="wB97M-V/def2-TZVPD" smiles="O=CNCC(=O)O.O.O.O.O.O.O.O" homo_lumo_gap_ev=10.12 total_charge=0 spin_multiplicity=1
C 1.55867 -0.26927 -2.21880
N 0.81335 0.35326 -1.20911
C 1.32347 1.03240 -0.00365
C 0.28736 1.74456 0.79723
O -0.96735 1.33766 0.56519
O 0.60628 2.58088 1.67135
O 1.07507 -1.01033 -3.03973
H 2.59751 -0.00376 -2.44769
H -0.20971 0.15569 -1.13664
H 1.74658 0.21203 0.69339
H 2.17872 1.63528 -0.31569
H -1.66881 1.83000 1.01382
H 0.15105 -2.57744 0.15189
H 1.42433 -2.36479 -0.68558
O 1.12359 -2.72346 0.15689
H -2.74897 -0.34720 -2.32894
H -3.12344 -1.22215 -1.11101
O -2.82316 -0.36298 -1.39189
H -0.20884 3.12332 -2.43692
H -1.03583 2.72502 -1.28664
O -0.41970 3.41484 -1.57635
H -2.44069 -2.90040 1.19649
H -2.64402 -3.98729 0.10658
O -2.41963 -3.07237 0.27113
H -1.72323 -0.78679 2.43252
H -0.90584 -1.99274 3.01293
O -1.79688 -1.76070 2.49128
H 1.22462 -3.88401 3.26367
H 1.13638 -3.66233 1.82113
O 0.67654 -3.98495 2.51804
H 2.38466 3.78288 0.94440
H 1.23463 4.16683 0.10030
O 2.18530 4.15378 0.08747

=====

Record 5
79
Properties=species:S:1:pos:R:3 method="wB97M-V/def2-TZVPD" homo_lumo_gap_ev=4.10 total_charge=-1 spin_multiplicity=1
C -1.49730 1.43710 -1.25855
B -0.17518 1.64014 -2.12752
O 0.55254 2.83191 -1.97979
P 0.39216 0.24503 -3.37623
O 2.07395 0.26377 -2.82444
C 2.45895 -0.86304 -2.09010
C 1.25482 -1.81045 -2.00069
O 0.08472 -1.08178 -2.21461
H -1.19260 0.75051 -0.47131
H -1.87295 2.35880 -0.81265
H -2.24474 0.91969 -1.84933
H 0.04466 3.57155 -2.35602
H 0.76723 -0.72658 -4.42625
H 0.58306 1.27734 -4.36097
H -1.00166 0.05256 -3.83665
H 2.80082 -0.46129 -1.13046
H 3.23932 -1.45302 -2.58053
H 1.23927 -2.44200 -1.11494
H 1.33019 -2.50666 -2.85257
C 1.65833 -1.81472 2.31500
C 1.28003 -3.22984 1.94137
O 1.40648 -3.64084 0.79968
N 0.78567 -4.03907 2.91391
C 0.56676 -3.73609 4.30898
H 2.02578 -1.31120 1.42563
H 0.79045 -1.27049 2.68985
H 2.44312 -1.81253 3.07397
H 0.54437 -4.96449 2.57901
H 1.14762 -4.41690 4.93642
H -0.48994 -3.86171 4.55662
H 0.86037 -2.71589 4.53578
C -1.71290 6.94772 0.31365
C -2.30426 5.65126 -0.19450
O -2.29618 5.35650 -1.37604
N -2.83985 4.80699 0.72359
C -2.92507 4.97016 2.16506
H -1.32399 7.50128 -0.53492
H -2.47366 7.55125 0.81125
H -0.89626 6.75169 1.00942
H -3.20669 3.95989 0.31677
H -2.40229 4.15618 2.65998
H -3.97034 4.94585 2.47787
H -2.48798 5.91100 2.48122
C 0.02787 -7.51449 0.41731
C -0.66222 -7.51463 1.75803
O -0.43282 -6.65622 2.59682
N -1.56145 -8.49919 2.01230
C -1.96439 -9.58921 1.14544
H 0.70186 -6.66359 0.37509
H 0.60367 -8.43104 0.28080
H -0.69956 -7.42033 -0.38915
H -1.98428 -8.43216 2.92436
H -3.03717 -9.53591 0.95258
H -1.74596 -10.54654 1.62248
H -1.43784 -9.54238 0.19920
C -0.20629 4.62647 5.45150
C -1.48824 3.88443 5.74641
O -2.50848 4.07954 5.10861
N -1.46729 2.97340 6.75647
C -0.35620 2.60535 7.61254
H -0.38540 5.30648 4.62518
H 0.11442 5.20386 6.31956
H 0.58497 3.93224 5.16729
H -2.35200 2.51239 6.89735
H -0.13744 1.54167 7.50479
H -0.60689 2.80220 8.65671
H 0.53232 3.17053 7.35500
C 1.42501 3.07932 -8.16664
C 1.81840 2.25517 -6.95760
O 1.42849 2.50017 -5.83838
N 2.64233 1.18374 -7.16018
C 3.21604 0.70905 -8.39856
H 0.77133 3.87892 -7.83361
H 2.30589 3.51754 -8.63977
H 0.89009 2.46919 -8.89699
H 2.84402 0.67897 -6.30762
H 2.88910 -0.31514 -8.59627
H 4.30773 0.71369 -8.33610
H 2.91356 1.33691 -9.23091

=====

Record 6
98
Properties=species:S:1:pos:R:3 method="wB97M-V/def2-TZVPD" homo_lumo_gap_ev=7.84 total_charge=+1 spin_multiplicity=1
Zr 0.74260 0.14425 -0.04201
O -0.91144 5.58643 -0.18617
C -1.43198 4.97193 -1.29693
C -2.25881 5.73951 -2.10348
C -2.83820 5.16970 -3.22404
C -2.59606 3.83732 -3.54881
C -1.77117 3.07979 -2.73357
C -1.18502 3.63601 -1.60190
C -0.29700 2.80588 -0.71484
O 0.02628 1.56169 -1.23128
N -0.99918 2.60979 0.56829
N -0.76798 1.45202 1.23563
C -1.46148 1.18217 2.27007
C -1.25525 -0.01159 3.08141
Br -0.02493 -1.26688 2.37425
C -1.85688 -0.31046 4.22760
C -2.74305 0.57801 5.01386
C -3.81493 0.00532 5.69732
C -4.67670 0.79239 6.44485
C -4.46233 2.16167 6.53899
C -3.37391 2.73718 5.89748
C -2.51622 1.95013 5.14288
H -0.22998 5.03974 0.21998
H -2.43445 6.77528 -1.83681
H -3.48178 5.77347 -3.85252
H -3.04359 3.39873 -4.43143
H -1.56096 2.04244 -2.96187
H 0.62640 3.35016 -0.49835
H -1.88049 3.08123 0.70976
H -2.25140 1.85710 2.58006
H -1.70160 -1.30680 4.62992
H -3.98100 -1.06458 5.62860
H -5.51140 0.33596 6.96170
H -5.13298 2.77702 7.12585
H -3.18120 3.79816 5.99962
H -1.63611 2.39948 4.69682
C 3.02607 1.42863 5.27777
C 3.20167 0.26377 4.32945
C 2.42812 -0.93753 4.82691
C 4.65614 -0.11407 4.12148
O 2.54311 0.68256 3.05707
P 2.88775 0.79229 1.54811
O 1.89263 1.77412 0.91995
O 2.57637 -0.52912 0.80043
O 4.37941 1.12419 1.32882
C 5.15706 2.40949 1.37754
C 6.58689 1.96527 1.59522
C 4.66090 3.31070 2.49697
C 5.00206 3.09547 0.03898
H 3.44322 1.16161 6.25018
H 1.96414 1.64988 5.40728
H 3.52384 2.32745 4.92324
H 2.82338 -1.21794 5.80480
H 2.53554 -1.79057 4.15430
H 1.36954 -0.70025 4.93962
H 5.02985 -0.55639 5.04499
H 5.27450 0.74693 3.88514
H 4.76858 -0.85310 3.32519
H 6.68711 1.35532 2.49226
H 7.21860 2.84849 1.70649
H 6.94585 1.38790 0.74085
H 5.04823 3.00287 3.46692
H 3.56950 3.35052 2.54132
H 5.01385 4.32428 2.30494
H 5.26628 2.43124 -0.77901
H 5.67896 3.95174 0.02165
H 3.98335 3.45271 -0.11702
C -2.33693 -2.03536 -2.10497
C -1.01310 -2.01274 -1.37479
O -0.89164 -0.93880 -0.48955
C 0.13154 -1.85734 -2.38354
F 0.04082 -0.66449 -2.98294
F 0.23612 -2.75493 -3.34116
F 1.32815 -1.82154 -1.67188
C -0.85959 -3.35042 -0.60693
F -1.84367 -3.45468 0.29689
F 0.29734 -3.46413 0.05329
F -0.94169 -4.38398 -1.45748
H -2.48788 -1.07265 -2.59107
H -3.13633 -2.18899 -1.38441
H -2.36451 -2.82944 -2.84861
C 4.25512 -0.54215 -2.56277
Te 2.90620 0.96278 -1.95646
C 2.44925 1.13811 -4.00901
C 3.70088 0.63416 -4.69678
C 3.97707 0.96472 -6.02157
C 5.13021 0.49664 -6.63202
C 6.01862 -0.30188 -5.92079
C 5.74860 -0.63422 -4.60314
C 4.58909 -0.17239 -3.98643
H 3.75143 -1.50386 -2.49257
H 5.11918 -0.55558 -1.90362
H 2.24196 2.18224 -4.22914
H 1.56472 0.55095 -4.24629
H 3.29132 1.59885 -6.57294
H 5.34170 0.76220 -7.65989
H 6.92564 -0.65925 -6.39185
H 6.44427 -1.25336 -4.04653

=====

Record 7
10
Properties=species:S:1:pos:R:3 method="wB97M-V/def2-TZVPD" smiles="N/N=c1/nn[nH]o1" homo_lumo_gap_ev=8.92 total_charge=0 spin_multiplicity=1
C 0.17191 0.73452 -0.28756
H -1.52355 -1.05953 -0.84951
H -1.46074 -0.69339 -2.46143
H 0.73427 -0.64882 2.53630
N -0.87595 -0.79377 -1.57084
N -0.30368 0.49943 -1.41428
N 1.00540 1.54459 0.41869
N 1.40171 0.93551 1.46139
N 0.92038 -0.18088 1.56762
O -0.06973 -0.33765 0.59961

=====

Record 8
77
Properties=species:S:1:pos:R:3 method="wB97M-V/def2-TZVPD" homo_lumo_gap_ev="7.45 / 7.50" total_charge=+1 spin_multiplicity=2 s2=0.7760
Co -1.37570 -1.60441 -0.02944
O -1.14595 -2.06533 1.81211
C -1.94752 -2.62809 2.67566
C -1.76901 -2.36617 4.05196
C -2.53827 -2.98682 5.00747
C -3.52565 -3.90086 4.63997
C -3.74051 -4.15558 3.30522
C -2.98345 -3.52570 2.30906
C -3.25770 -3.76293 0.90640
N -2.84830 -3.03858 -0.13229
C -3.41053 -3.58714 -1.26437
C -4.15962 -4.66166 -0.91751
N -4.04924 -4.76210 0.44798
H -0.99192 -1.66424 4.32973
H -2.38170 -2.75780 6.05386
H -4.12489 -4.39394 5.39239
H -4.53502 -4.84035 3.03262
H -3.24865 -3.16980 -2.24311
H -4.74028 -5.34879 -1.50599
H -4.48519 -5.46342 1.01844
C 0.59603 0.00162 -4.90608
N -0.02036 -0.80502 -3.86051
C -0.76231 -0.42534 -2.82065
N -1.09741 -1.48775 -2.10710
C -0.51913 -2.52132 -2.77962
N 0.15873 -2.13737 -3.82987
C 1.87084 0.69796 -4.46921
C 3.03741 0.57786 -5.21083
C 4.17408 1.29019 -4.84667
C 4.15378 2.13772 -3.75502
C 2.98591 2.25684 -3.00179
C 1.85929 1.52247 -3.35194
C 2.93538 3.19370 -1.89098
N 3.76620 4.14922 -1.62795
N 3.30644 4.78706 -0.51282
C 2.22338 4.18114 -0.14774
O 1.91514 3.16576 -0.99543
C 1.43649 4.40956 1.05104
C 1.88498 5.32870 1.99384
C 1.16252 5.50784 3.15996
C 0.00856 4.77605 3.39285
C -0.44683 3.85670 2.45350
C -1.74081 3.11087 2.73173
N -2.05069 2.10356 1.73578
C -1.53242 0.87715 1.60306
N -1.98308 0.33928 0.47623
C -2.77503 1.31570 -0.04835
N -2.85031 2.38565 0.69642
C 0.27162 3.67924 1.28249
H -0.12825 0.74851 -5.23214
H 0.79102 -0.67467 -5.73365
H -1.08038 0.58681 -2.63328
H -0.62141 -3.55664 -2.49796
H 3.05851 -0.06165 -6.08484
H 5.07884 1.19224 -5.43128
H 5.01771 2.72397 -3.47328
H 0.95705 1.64303 -2.76586
H 2.79817 5.87324 1.79885
H 1.49982 6.22500 3.89591
H -0.54996 4.92570 4.30972
H -2.56608 3.82036 2.72606
H -1.70733 2.62681 3.70815
H -0.88431 0.39764 2.31890
H -3.32208 1.20654 -0.96968
H -0.07600 3.00079 0.51259
N 4.17385 0.94417 2.42454
C 3.63261 0.17119 1.76955
C 2.93954 -0.78432 0.96501
C 3.58492 -1.93857 0.53055
C 2.84347 -2.88251 -0.14962
C 1.49643 -2.65039 -0.34967
N 0.87476 -1.52706 0.02187
C 1.59099 -0.60366 0.65558
H 4.63472 -2.08804 0.74302
H 3.28902 -3.80109 -0.50277
H 0.88804 -3.40475 -0.82901
H 1.07705 0.29601 0.96817

=====

Record 9
6
Properties=species:S:1:pos:R:3 method="wB97M-V/def2-TZVPD" smiles="O=PCl.N=O" homo_lumo_gap_ev="7.59 / 7.59" total_charge=0 spin_multiplicity=1
N 1.23514 0.13208 0.35369
O -0.32311 -0.19046 -0.88083
O 1.38472 -0.93282 0.94683
P -1.74392 -0.23573 -0.75837
Cl -2.44563 1.02208 0.68610
H 1.89280 0.20484 -0.34743

=====

no.,total energy (eV)
1,-83085.5111
2,-30335.0599
3,-6268.0970
4,-25384.4613
5,-53208.6580
6,-159555.0683
7,-10578.3546
8,-96332.4793
9,-27409.7211